{"formula": "C3H12NO2S", "method": "ωB97M-V/def2-TZVPD", "elements": ["C", "C", "C", "S", "N", "H", "H", "H", "H", "H", "H", "H", "H", "H", "H", "O", "H", "H", "O"], "positions_angstrom": [[2.0452, -1.3052, 1.4116], [1.4109, -0.7815, 0.1561], [0.7283, -2.0034, -0.5787], [-0.8045, -2.4687, 0.2004], [0.5850, 0.4025, 0.2666], [1.3292, -1.9093, 1.9742], [2.6129, -0.5119, 1.9249], [2.8969, -1.9938, 1.2390], [2.2896, -0.4747, -0.4687], [0.5134, -1.7277, -1.6178], [1.5366, -2.7499, -0.5779], [-0.0604, 0.6520, -0.4606], [0.2185, 0.4751, 1.2042], [-2.4256, -0.2398, -1.2146], [-2.7285, -1.7701, -1.4094], [-2.9693, -0.8906, -1.7035], [-2.5155, 6.5778, -0.0386], [-2.0087, 5.0737, -0.3356], [-2.6538, 5.6455, 0.0284]], "total_charge": -1, "spin_multiplicity": 1, "energy_ha": -724.9358, "de_lowest_kcal_mol": 29.9}

{"formula": "H18O9", "method": "ωB97M-V/def2-TZVPD", "elements": ["O", "H", "H", "O", "H", "H", "O", "H", "H", "O", "H", "H", "O", "H", "H", "O", "H", "H", "O", "H", "H", "O", "H", "H", "O", "H", "H"], "positions_angstrom": [[-1.0499, -1.7761, 0.6618], [-0.8931, -1.3788, -0.2125], [-0.2776, -1.4417, 1.1439], [0.3405, 2.1222, 2.8873], [0.6694, 1.8857, 3.7615], [-0.5938, 1.8151, 2.8563], [2.0569, -1.2886, 1.7684], [2.1015, -2.0890, 1.2480], [2.3065, -0.5690, 1.1632], [-2.1688, 1.2213, 2.5372], [-2.5492, 0.7210, 3.2679], [-2.1529, 0.5083, 1.8710], [-0.9807, 0.1967, -1.2840], [-0.2440, 0.7085, -1.7104], [-1.7247, 0.7551, -1.5553], [-2.5599, -2.5058, -1.9627], [-1.7087, -2.0465, -1.9499], [-2.6684, -2.9924, -1.1274], [1.8040, 1.3576, 0.6688], [1.9157, 2.2825, 0.4356], [1.0982, 1.3434, 1.3492], [1.1893, -0.9943, -3.4148], [0.3327, -0.8733, -2.9905], [1.0729, -0.8757, -4.3568], [1.2884, 1.5095, -2.0928], [1.6923, 1.3512, -1.2085], [1.4688, 0.7110, -2.6241]], "total_charge": 0, "spin_multiplicity": 1, "energy_ha": -687.9678, "de_lowest_kcal_mol": 36.4, "smiles": "O.O.O.O.O.O.O.O.O"}

{"formula": "C4H8N2O", "method": "ωB97M-V/def2-TZVPD", "elements": ["N", "C", "C", "C", "O", "C", "N", "H", "H", "H", "H", "H", "H", "H", "H"], "positions_angstrom": [[0.5983, -0.8427, -1.6924], [0.6659, 0.2739, -0.7512], [-0.7301, 0.6594, -0.2518], [-1.2108, -0.1651, 0.9652], [-0.5151, 0.1897, 2.1061], [1.5562, -0.1544, 0.4164], [1.1982, -0.0840, 1.5746], [0.0964, -0.5461, -2.5255], [1.5323, -1.1130, -1.9878], [1.1710, 1.1625, -1.1698], [-1.4375, 0.5354, -1.0786], [-0.7310, 1.7153, 0.0431], [-1.0967, -1.2409, 0.7237], [-2.2856, 0.0217, 1.1104], [1.1883, -0.4115, 2.5176]], "total_charge": 0, "spin_multiplicity": 1, "energy_ha": -341.8131, "de_lowest_kcal_mol": 119.6}

{"formula": "C9H13O4S", "method": "ωB97M-V/def2-TZVPD", "elements": ["C", "C", "C", "C", "C", "C", "C", "C", "S", "O", "O", "O", "C", "O", "H", "H", "H", "H", "H", "H", "H", "H", "H", "H", "H", "H", "H"], "positions_angstrom": [[1.6179, -2.6052, -0.2488], [1.2031, -1.2127, -0.4547], [1.0428, -0.6177, -1.6009], [0.4732, 0.6589, -1.6906], [-0.2112, 1.2280, -0.6435], [-0.8764, 2.5760, -0.8613], [-0.4380, 0.3793, 0.5676], [-0.8287, 1.1160, 1.8791], [-1.9015, -0.6913, 0.1150], [-1.5728, -1.2596, -1.1423], [-1.9121, -1.6655, 1.2326], [-3.0068, 0.2282, 0.0603], [0.7226, -0.5437, 0.8049], [1.8686, 0.0711, 1.4160], [1.7332, -2.7393, 0.7924], [2.4954, -2.9064, -0.6899], [0.9813, -3.5000, -0.5824], [1.2795, -1.3807, -2.4123], [0.6310, 1.1357, -2.6134], [-0.7190, 3.2582, -0.0202], [-1.9861, 2.3560, -1.0281], [-0.4673, 3.0767, -1.7191], [-1.0503, 2.1162, 1.7260], [0.0124, 1.0186, 2.6094], [-1.7870, 0.6046, 2.2550], [0.4797, -1.3894, 1.4970], [2.2165, 0.6881, 0.7521]], "total_charge": -1, "spin_multiplicity": 1, "energy_ha": -1049.9025, "de_lowest_kcal_mol": 0.0, "smiles": "CC1=CC=C(C)[C@@](C)(S(=O)(=O)[O-])[C@@H]1O"}

{"formula": "C14H28O3", "method": "ωB97M-V/def2-TZVPD", "elements": ["C", "C", "C", "C", "C", "C", "C", "C", "C", "C", "C", "C", "C", "C", "H", "H", "H", "H", "H", "H", "H", "H", "H", "H", "H", "H", "H", "H", "H", "H", "H", "H", "H", "H", "H", "H", "H", "H", "H", "H", "H", "H", "O", "O", "O"], "positions_angstrom": [[4.6996, 0.7346, -0.7175], [1.5640, -0.2330, 0.1695], [1.4553, -1.5608, -0.3424], [0.1137, -1.7913, -1.0645], [-1.2311, -2.5613, -0.3832], [-2.2418, -1.6385, 0.2200], [-2.6369, -0.7444, -0.8302], [-3.5276, 0.4290, -0.3729], [-2.6905, 1.4618, 0.5848], [-1.7589, 2.2155, -0.3274], [-0.5430, 2.7050, 0.3425], [0.8652, 2.1930, 0.0972], [1.1364, 0.8884, -0.6275], [0.9841, -1.3307, 2.4346], [3.7911, 1.7823, 1.1391], [6.4040, 0.1469, -0.4511], [4.2496, 1.2419, -2.4799], [1.9589, -2.2706, 0.3974], [2.3537, -1.5271, -1.1019], [-0.3338, -1.0276, -1.6249], [0.3136, -2.5309, -1.8387], [-1.7392, -3.4070, -1.1425], [-0.9952, -3.3220, 0.2608], [-3.1234, -2.3767, 0.6231], [-1.8858, -1.1955, 1.2337], [-1.4850, -0.3454, -1.1972], [-3.1574, -1.3018, -1.5084], [-4.0627, 0.8744, -1.3190], [-4.2527, -0.2231, 0.3891], [-1.9192, 0.4642, 1.0881], [-3.5506, 1.8894, 1.2863], [-1.4771, 1.6965, -1.1744], [-2.3002, 3.1603, -1.0162], [-0.5788, 3.8257, 0.8152], [-0.6160, 2.0844, 1.3149], [1.6364, 2.4854, 1.0860], [1.4571, 2.8904, -0.6948], [0.1490, 0.6138, -1.2235], [1.9686, 0.7308, -1.2429], [0.7981, -0.6399, 3.5085], [0.4946, -2.2942, 2.2960], [2.0472, -1.6917, 2.2517], [3.5754, -0.2070, -0.9720], [3.1406, -0.1215, 0.6346], [0.9505, -0.1718, 1.4801]], "total_charge": 0, "spin_multiplicity": 1, "energy_ha": -775.0113, "de_lowest_kcal_mol": 574.5}

{"formula": "C4H6S2", "method": "ωB97M-V/def2-TZVPD", "elements": ["C", "C", "C", "C", "S", "S", "H", "H", "H", "H", "H", "H"], "positions_angstrom": [[-0.0239, -1.3749, -1.5080], [0.3397, -0.7308, -0.2179], [-0.1348, 0.4065, 0.2331], [0.4102, 1.1977, 1.4575], [1.5221, 0.6040, 2.5341], [-0.2351, 2.7380, 1.7504], [-0.1627, -0.6195, -2.3078], [-0.9716, -1.8791, -1.4404], [0.7630, -2.1119, -1.8424], [0.9555, -1.4450, 0.3103], [-0.9688, 0.7667, -0.4042], [-1.4936, 2.4483, 1.4353]], "total_charge": 0, "spin_multiplicity": 1, "energy_ha": -952.3251, "de_lowest_kcal_mol": 27.8, "smiles": "C/C=C/C(=S)S"}